Record 1
The following is a quantum chemistry calculation of a cluster of 13 separate species, C40H115N17O13 in total in a non-equilibrium geometry, from OMol25.

Geometry as XYZ:
```
185
Properties=species:S:1:pos:R:3:lowdin_charge:R:1
C -6.4788 -3.5325 2.0970 -0.078
C -5.3530 -2.5989 2.3511 -0.430
C -4.8838 -2.6361 3.8327 -0.177
O -5.9537 -2.1731 4.6722 -0.181
C -5.5359 -2.0638 5.9921 -0.143
N -4.1887 -2.9810 1.5349 0.070
H -7.2345 -3.4777 2.8806 0.080
H -6.2267 -4.5924 2.0627 0.085
H -7.0350 -3.3699 1.1739 0.068
H -5.7325 -1.6088 2.0985 0.125
H -4.0116 -2.0057 4.0057 0.116
H -4.6300 -3.6820 4.0053 0.126
H -5.0001 -2.9333 6.3729 0.085
H -6.3999 -2.0418 6.6563 0.087
H -4.9244 -1.1753 6.1493 0.087
H -3.5111 -2.2329 1.4998 0.014
H -4.3967 -3.1229 0.5568 0.014
C 1.5922 4.2946 -3.9757 -0.070
C 0.7021 3.2009 -4.5964 -0.413
C 0.8698 2.8319 -6.1194 -0.130
O 0.0712 1.6747 -6.5812 -0.208
C -1.3391 1.9234 -6.7483 -0.103
N 1.0266 2.1232 -3.6701 0.053
H 1.4813 4.5045 -2.9119 0.048
H 1.3279 5.2051 -4.5135 0.066
H 2.6584 4.2221 -4.1902 0.077
H -0.3523 3.4223 -4.4310 0.107
H 1.9028 2.5297 -6.2920 0.116
H 0.7495 3.6774 -6.7967 0.115
H -1.7269 2.3865 -5.8410 0.070
H -1.9249 1.0192 -6.9133 0.078
H -1.6277 2.5563 -7.5875 0.079
H 0.1363 1.6570 -3.7716 0.043
H 0.8841 2.5040 -2.7455 0.000
C -4.3798 6.9174 2.0769 -0.019
C -2.7937 6.6376 1.6038 -0.369
C -2.4695 5.1687 1.2202 -0.213
O -3.1386 4.3968 2.2568 -0.204
C -2.5257 3.0380 2.2125 -0.061
N -2.5252 7.4809 0.4568 0.013
H -4.6320 7.9451 1.8156 0.059
H -4.4594 6.7429 3.1499 0.059
H -5.0500 6.2327 1.5571 0.064
H -2.1233 6.8947 2.4239 0.116
H -1.3949 5.0144 1.1227 0.104
H -2.8651 4.8789 0.2468 0.101
H -2.8192 2.6399 1.2412 0.083
H -2.8039 2.5891 3.1661 0.096
H -1.4427 3.1607 2.2258 0.030
H -1.9473 6.9965 -0.2151 0.050
H -3.4020 7.5090 -0.0438 0.062
C 3.5275 -2.3162 3.9532 -0.059
C 3.2185 -3.6248 3.3164 -0.467
C 1.8555 -3.6876 2.6907 -0.226
O 0.7964 -3.2728 3.5079 -0.180
C -0.3995 -3.8999 3.0736 -0.094
N 4.2960 -3.9724 2.4315 0.059
H 3.3579 -1.5488 3.1980 0.064
H 4.5613 -2.1541 4.2583 0.081
H 2.9826 -2.0294 4.8527 0.072
H 3.2326 -4.3274 4.1496 0.137
H 1.7345 -4.7168 2.3526 0.129
H 1.8024 -2.9905 1.8545 0.101
H -1.2097 -3.6189 3.7464 0.086
H -0.2774 -4.9826 3.1039 0.087
H -0.6392 -3.6518 2.0397 0.082
H 4.0401 -4.7313 1.8162 0.072
H 5.0134 -4.4024 2.9978 0.084
C 0.2321 4.2462 3.9827 -0.065
C 1.4908 3.7461 4.5065 -0.453
C 1.4657 2.2234 4.4775 -0.149
O 0.5622 1.6961 5.5255 -0.185
C 0.5569 0.2777 5.4864 -0.103
N 2.6230 4.1205 3.6822 0.027
H 0.3294 5.3318 3.9872 0.094
H -0.6754 3.8834 4.4653 0.101
H 0.1326 3.9495 2.9386 0.055
H 1.6604 4.2143 5.4761 0.146
H 2.3978 1.7978 4.8491 0.124
H 1.3161 1.8777 3.4547 0.110
H -0.1761 -0.0057 6.2417 0.092
H 1.4691 -0.2223 5.8119 0.076
H 0.3313 -0.0142 4.4608 0.074
H 3.4457 3.7884 4.1649 0.094
H 2.8051 5.1030 3.5349 0.090
C -1.8860 -0.6126 0.9698 -0.024
C -0.5293 0.2359 0.8084 -0.327
C 0.7306 -0.5372 1.3261 -0.191
O 1.8962 0.2192 1.3465 -0.230
C 2.9939 -0.3118 0.6993 -0.104
N -0.2243 0.5959 -0.5912 0.077
H -1.7296 -1.5106 0.3721 0.056
H -2.7094 -0.0688 0.5068 0.060
H -1.9507 -0.9699 1.9975 0.068
H -0.4474 1.1663 1.3704 0.111
H 0.8294 -1.3845 0.6476 0.121
H 0.6627 -0.8075 2.3799 0.110
H 3.7889 0.4332 0.6665 0.086
H 2.8262 -0.5402 -0.3533 0.085
H 3.3112 -1.3101 1.0006 0.074
H 0.1011 -0.2160 -1.0962 0.017
H 0.6503 1.0990 -0.5461 0.048
C 8.5350 0.8206 1.1592 -0.061
C 7.4698 0.9803 0.0526 -0.464
C 7.7066 2.2069 -0.8789 -0.170
O 6.6565 2.4842 -1.8204 -0.211
C 5.3681 2.8260 -1.3104 -0.077
N 7.3274 -0.2446 -0.6125 0.044
H 8.2861 1.4479 2.0151 0.068
H 9.5860 0.9757 0.9155 0.074
H 8.4322 -0.1450 1.6543 0.073
H 6.5381 1.1229 0.6000 0.120
H 8.5588 1.9649 -1.5139 0.124
H 8.0000 3.1064 -0.3377 0.118
H 5.6558 3.6130 -0.6134 0.084
H 5.0034 2.0074 -0.6899 0.059
H 4.6570 3.2392 -2.0258 0.091
H 8.1245 -0.5574 -1.1481 0.090
H 6.7097 0.0165 -1.3678 0.070
C -5.6163 -4.1800 -1.9220 -0.049
C -4.1451 -4.4680 -1.7165 -0.456
C -3.6294 -5.1736 -2.9430 -0.172
O -2.1936 -5.4190 -2.8666 -0.219
C -1.4890 -5.8781 -4.0709 -0.069
N -3.3915 -3.3093 -1.3491 0.040
H -6.0638 -3.6076 -1.1095 0.057
H -6.2914 -5.0225 -2.0722 0.089
H -5.7594 -3.4910 -2.7544 0.087
H -4.0416 -5.1546 -0.8762 0.148
H -3.6807 -4.5574 -3.8406 0.127
H -4.2194 -6.0841 -3.0470 0.130
H -1.6944 -5.4349 -5.0453 0.087
H -1.7428 -6.9372 -4.1153 0.080
H -0.4371 -5.9794 -3.8039 0.069
H -2.4314 -3.6220 -1.3712 0.083
H -3.5202 -2.8485 -2.2385 0.054
C 2.3491 -4.2888 -3.4055 -0.075
C 2.2816 -4.4824 -1.9337 -0.390
C 3.3217 -3.6019 -1.2049 -0.245
O 4.6373 -3.9228 -1.4815 -0.194
C 5.6447 -2.9326 -1.0240 -0.047
N 0.8673 -4.1519 -1.5961 0.054
H 2.5297 -3.2186 -3.5062 0.081
H 1.4779 -4.4915 -4.0284 0.061
H 3.1531 -4.9345 -3.7587 0.084
H 2.3327 -5.5218 -1.6093 0.131
H 3.1600 -3.7134 -0.1327 0.093
H 3.1648 -2.5267 -1.2904 0.100
H 5.5417 -2.8411 0.0573 0.068
H 5.4045 -2.0451 -1.6093 0.074
H 6.6283 -3.3270 -1.2790 0.083
H 0.8734 -3.1480 -1.4861 0.022
H 0.3090 -4.2843 -2.4273 0.023
C -4.9814 -0.1485 -2.1034 -0.877
O -4.4106 -0.3630 -3.1312 0.037
N -4.9306 -0.9074 -1.0751 0.187
N -5.4734 0.9327 -1.7763 0.204
H -5.5281 -0.6175 -0.3142 0.115
H -4.4568 -1.7872 -1.2221 0.041
H -5.1774 1.7231 -2.3312 0.111
H -5.8827 1.0374 -0.8589 0.128
C -2.6260 2.9405 -2.4960 -0.841
O -3.6537 3.3430 -2.9752 0.028
N -1.7111 3.6894 -1.9355 0.202
N -2.4077 1.6988 -2.5094 0.192
H -0.8024 3.3847 -1.6168 0.084
H -2.0182 4.6514 -1.9226 0.109
H -2.9567 1.1684 -3.1708 0.091
H -1.9296 1.2639 -1.7333 0.068
C -0.0204 -1.4011 -3.2126 -0.723
O 0.8011 -1.2455 -2.3695 0.033
N -1.3453 -1.5395 -3.0311 0.180
N 0.1093 -1.5444 -4.5180 0.179
H -1.8057 -1.9265 -3.8425 0.101
H -1.7943 -1.4576 -2.1301 0.083
H -0.6808 -1.7545 -5.1111 0.107
H 0.9191 -1.3740 -5.0971 0.127
C 1.8911 3.5682 0.0532 -0.792
O 1.5899 3.1616 -1.0089 0.048
N 2.3956 2.8037 1.0023 0.189
N 1.9563 4.7856 0.4587 0.193
H 2.5177 3.0997 1.9602 0.053
H 2.2361 1.8113 0.9037 0.047
H 2.1942 4.9199 1.4310 0.086
H 1.7011 5.5041 -0.2036 0.125
```

The frontier orbital gap is 9.12 eV. The value obtained for the largest force on an atom is 9.6 eV/Å. Its energy is -3501.73150 Eh. The value obtained for the molecular weight is 1042.466 g mol⁻¹. The calculation puts the HOMO energy at -8.7 eV.

Record 2
The following is a quantum chemistry calculation of a cluster of 20 separate species, C40H120O40 in total in a non-equilibrium geometry, from OMol25.

Geometry as XYZ:
```
200
Properties=species:S:1:pos:R:3:lowdin_charge:R:1
C -0.8107 3.5096 0.3170 -0.247
C 0.2891 3.6901 1.3458 -0.169
O 0.1420 5.0391 1.9065 -0.107
O -0.7702 4.5843 -0.6094 -0.051
H -1.7934 3.3055 0.7261 0.105
H -0.5490 2.6017 -0.2057 0.076
H 1.3049 3.6715 0.8799 0.115
H 0.1937 2.9721 2.1957 0.109
H 0.0438 5.6604 1.1392 0.102
H -1.6152 4.6457 -1.0739 0.099
C 3.9822 -4.6628 1.9791 -0.205
C 3.6036 -6.1593 1.9607 -0.228
O 2.4647 -6.5038 1.1535 -0.091
O 2.8270 -3.8307 2.1781 -0.086
H 4.5838 -4.3715 1.0308 0.137
H 4.7052 -4.5686 2.7497 0.093
H 3.3288 -6.4659 2.9650 0.108
H 4.3381 -6.8694 1.6020 0.117
H 1.7511 -5.9783 1.5836 0.052
H 2.6081 -3.3392 1.3745 0.067
C -6.5002 4.1359 -1.0258 -0.201
C -7.0096 3.1218 -0.0129 -0.216
O -5.9473 2.4199 0.6040 -0.096
O -5.4784 3.5011 -1.7742 -0.089
H -6.1600 5.0073 -0.5028 0.099
H -7.2800 4.3979 -1.7027 0.115
H -7.5911 2.3843 -0.4720 0.106
H -7.6253 3.6173 0.7591 0.129
H -5.3512 3.0864 0.9965 0.059
H -5.1515 2.7022 -1.2997 0.079
C -2.5277 1.4338 2.7558 -0.172
C -3.8605 0.9496 2.1871 -0.255
O -4.8517 1.0295 3.1329 -0.055
O -2.6676 2.6940 3.4807 -0.098
H -1.8915 1.5992 1.8810 0.085
H -2.0120 0.7239 3.3795 0.104
H -3.7144 -0.0747 1.8163 0.125
H -4.0843 1.5641 1.2967 0.101
H -5.7373 0.8578 2.7465 0.119
H -2.8624 2.3996 4.4142 0.080
C 1.2153 -5.1405 -1.8241 -0.189
C 2.3825 -4.3101 -2.1797 -0.175
O 2.0926 -2.9518 -1.7376 -0.098
O 0.0584 -4.7898 -2.6612 -0.106
H 0.8549 -4.9098 -0.8197 0.121
H 1.5184 -6.1488 -2.0654 0.123
H 2.5998 -4.4651 -3.2142 0.125
H 3.2382 -4.5855 -1.5861 0.114
H 2.6305 -2.2899 -2.1501 0.029
H -0.7778 -4.7363 -2.1432 0.058
C 1.0303 -0.9973 -4.4865 -0.242
C 2.5201 -0.7911 -4.6125 -0.151
O 3.0564 -0.9058 -3.2342 -0.110
O 0.6289 -2.3441 -4.3725 -0.085
H 0.6219 -0.6163 -5.4328 0.134
H 0.6391 -0.4783 -3.6113 0.095
H 2.6588 0.1679 -5.1270 0.117
H 2.9196 -1.6468 -5.2996 0.158
H 3.9426 -0.4908 -3.1646 0.079
H 0.4764 -2.6047 -3.4238 0.089
C 6.3253 -0.7065 -1.0775 -0.197
C 5.0345 -1.1431 -0.4060 -0.190
O 4.1096 -0.0438 -0.2101 -0.086
O 5.9640 -0.0395 -2.2931 -0.080
H 6.9808 -1.5243 -1.3279 0.115
H 6.9103 0.0465 -0.4089 0.149
H 5.2028 -1.5640 0.6019 0.123
H 4.4847 -1.9110 -0.9588 0.109
H 4.3334 0.2561 0.6861 0.077
H 5.5074 0.8056 -2.1375 0.057
C 1.6246 -1.5253 5.1603 -0.225
C 0.1546 -1.1625 4.8465 -0.241
O -0.0451 -1.0122 3.4707 -0.073
O 2.5280 -0.4893 5.0354 -0.055
H 1.8819 -2.3818 4.4986 0.125
H 1.5843 -1.8853 6.2074 0.129
H -0.1773 -0.2486 5.4255 0.133
H -0.4553 -2.0117 5.2841 0.125
H -0.2658 -1.9006 3.2124 0.022
H 3.0394 -0.6563 4.2564 0.069
C -1.5008 -4.5147 2.7464 -0.209
C -0.4950 -4.9844 3.7944 -0.204
O 0.7397 -5.3210 3.1872 -0.077
O -1.1628 -3.2133 2.3634 -0.073
H -2.4644 -4.5397 3.2080 0.111
H -1.5421 -5.2027 1.8758 0.138
H -0.8303 -5.8637 4.3444 0.122
H -0.2733 -4.2200 4.5208 0.102
H 1.3715 -4.6155 3.3193 0.047
H -0.4881 -3.1646 1.6870 0.054
C -4.3420 -3.3726 -2.2302 -0.248
C -3.2150 -3.3802 -1.1604 -0.235
O -1.9043 -3.4497 -1.5773 -0.063
O -4.4605 -2.1706 -2.9310 -0.060
H -5.2952 -3.6255 -1.7658 0.114
H -4.2264 -4.2121 -2.9362 0.111
H -3.4794 -4.0823 -0.3609 0.119
H -3.3454 -2.4199 -0.6631 0.110
H -1.5422 -2.5652 -1.6851 0.063
H -3.9827 -2.1900 -3.7800 0.079
C -4.2028 5.9696 2.0853 -0.182
C -2.7836 6.5550 2.0317 -0.228
O -2.1142 5.9972 3.1526 -0.079
O -4.1607 4.5032 1.9191 -0.097
H -4.8163 6.2965 1.2840 0.092
H -4.6385 6.2516 3.0751 0.126
H -2.9528 7.6664 2.2380 0.143
H -2.3478 6.3472 1.0746 0.099
H -1.6332 5.1991 2.8900 0.050
H -3.6929 4.1709 2.6747 0.009
C -1.3143 -4.6318 -6.5258 -0.246
C -2.2251 -4.7787 -5.3199 -0.198
O -3.3716 -3.9007 -5.3818 -0.072
O -0.8270 -3.3131 -6.7175 -0.091
H -1.8174 -4.8894 -7.4611 0.111
H -0.4868 -5.3401 -6.4130 0.123
H -1.6958 -4.3746 -4.4457 0.107
H -2.4580 -5.8075 -5.2387 0.106
H -3.8688 -3.9711 -6.2009 0.092
H -0.4720 -2.9479 -5.8605 0.075
C 2.9746 2.9087 -1.8982 -0.275
C 1.7424 2.5057 -2.7002 -0.164
O 1.1694 1.3186 -2.1078 -0.081
O 3.8756 1.8933 -1.9882 -0.124
H 2.7005 3.0707 -0.8605 0.095
H 3.4550 3.8243 -2.2906 0.138
H 1.9971 2.3718 -3.8024 0.141
H 1.0400 3.3083 -2.6662 0.102
H 1.8110 0.6640 -2.2389 0.007
H 3.6830 1.1155 -1.3063 0.097
C -0.6184 -0.4193 -0.1061 -0.156
C 0.7290 -0.8396 0.3784 -0.190
O 0.8759 -2.2882 0.5298 -0.107
O -0.7821 -0.6468 -1.5784 -0.117
H -0.6705 0.7201 -0.0033 0.112
H -1.4523 -1.0194 0.3389 0.129
H 1.0492 -0.4455 1.3371 0.110
H 1.4370 -0.4336 -0.4007 0.116
H 1.2442 -2.5971 -0.3395 0.045
H -0.4367 0.1879 -1.9707 0.046
C 1.4469 3.0766 4.5254 -0.246
C 1.9174 2.7532 5.9411 -0.173
O 3.0246 1.7849 6.1943 -0.128
O 2.4585 3.2591 3.5670 -0.088
H 0.7245 3.9331 4.4767 0.138
H 0.9057 2.1674 4.0709 0.129
H 1.0064 2.3579 6.4542 0.125
H 2.3711 3.5760 6.4727 0.112
H 2.7000 0.9323 5.7526 0.047
H 2.6320 4.2110 3.4891 0.093
C 4.8751 4.1433 0.4168 -0.244
C 5.7895 4.5906 1.5374 -0.216
O 4.9825 4.9148 2.6864 -0.083
O 4.0638 5.2138 -0.1058 -0.051
H 4.2923 3.2806 0.7443 0.107
H 5.4699 3.8892 -0.4757 0.128
H 6.3241 5.4426 1.2227 0.103
H 6.4842 3.7302 1.6941 0.129
H 5.2218 4.3785 3.4857 0.085
H 3.5459 5.4343 0.6388 0.051
C -2.8633 2.1423 -3.0845 -0.247
C -3.6998 1.3582 -4.0136 -0.270
O -5.0220 1.7698 -4.1223 -0.039
O -3.0496 1.7997 -1.7237 -0.053
H -3.1209 3.2174 -3.1894 0.139
H -1.8462 1.9602 -3.3199 0.102
H -3.6721 0.3363 -3.6701 0.104
H -3.2641 1.4322 -5.0352 0.138
H -5.2339 2.2797 -3.3312 0.046
H -2.5711 0.9833 -1.6541 0.048
C -5.3190 3.6816 5.4522 -0.240
C -4.6029 2.9026 6.4471 -0.294
O -3.9276 1.7664 5.9941 -0.059
O -6.3590 2.8272 4.9236 -0.071
H -4.7529 4.0549 4.5587 0.118
H -5.7161 4.5429 6.0524 0.134
H -5.3764 2.6609 7.2227 0.139
H -4.0039 3.6176 6.9922 0.122
H -4.5287 1.2773 5.3760 0.100
H -6.3272 2.8427 3.9529 0.072
C -0.2039 -3.6709 -10.6596 -0.213
C 0.5218 -4.9105 -10.2528 -0.286
O -0.0685 -6.1237 -10.5521 -0.040
O -1.3742 -3.5009 -9.8118 -0.099
H -0.5427 -3.5321 -11.6968 0.128
H 0.3888 -2.8000 -10.4767 0.103
H 0.7070 -4.8732 -9.1936 0.108
H 1.5048 -4.9428 -10.7598 0.132
H -0.9766 -6.1497 -10.2753 0.078
H -1.0903 -3.5189 -8.8726 0.044
C 5.5324 0.4568 3.2983 -0.223
C 5.7618 1.0367 4.6736 -0.242
O 5.3859 2.3962 4.7503 -0.063
O 4.1598 0.5287 2.9124 -0.080
H 5.8620 -0.5687 3.3567 0.119
H 6.0826 1.0117 2.5485 0.109
H 6.8444 1.0066 4.9239 0.130
H 5.2960 0.3574 5.4294 0.133
H 4.5421 2.4184 5.2034 0.037
H 3.8289 1.4136 3.1170 0.070
```

The frontier orbital gap is 9.79 eV. The value obtained for the largest force on an atom is 4.2 eV/Å. Its energy is -4605.33045 Eh. The value obtained for the molecular weight is 1241.360 g mol⁻¹. The calculation puts the HOMO energy at -9.6 eV.

What is the formula in the first record? C40H115N17O13